Record 1
C3H4F3N3 | ωB97M-V/def2-TZVPD

Geometry as ORCA input:
```
! wB97M-V def2-TZVPD RIJCOSX def2/J DEFGRID3
* xyz 0 1
F 1.53730 1.31165 1.47137
F -2.57770 -0.28520 -0.20325
F -2.27668 0.70110 -2.04404
N -1.53389 -0.16202 -1.16622
N 1.31740 -0.12602 1.13526
N 3.10897 -1.47813 0.05238
C 2.36992 -0.74262 0.56910
C -0.54012 0.62455 -0.49346
C 0.01375 -0.37098 0.61353
H 0.19181 0.88157 -1.28235
H -0.83602 1.46573 -0.07703
H 0.05055 -1.31364 0.05971
H -0.82529 -0.50598 1.36501
*
```

Properties
* SMILES: N#CN(F)CCN(F)F
* calculated total energy: -580.31489 Eh
* relative energy (zero: lowest compared OMol25 entry of this formula, charge and spin): 152.5 kcal per mole



Record 2
C21H13Cl2N7 | ωB97M-V/def2-TZVPD

Geometry as ORCA input:
```
! wB97M-V def2-TZVPD RIJCOSX def2/J DEFGRID3
* xyz 0 1
Cl 3.63889 2.37954 1.00072
Cl 8.64256 -0.20729 0.77011
N -5.11034 -3.66218 0.54388
N -3.87730 -0.30479 -0.31663
N -1.06726 1.91896 -0.75050
N -6.27507 -4.07128 0.31599
N -6.98486 -3.15633 -0.49197
N -2.61226 0.25326 -0.24560
N -4.95307 -2.39036 0.08623
C 0.55193 -1.25484 -0.71906
C -2.31768 1.54944 -0.68964
C -0.69876 3.18305 -1.03592
C -3.87165 -1.52012 0.16424
C 4.77109 -1.53959 0.37470
C -2.93067 3.79543 -1.50417
C 4.01673 -0.38585 0.58308
C -3.28219 2.50283 -1.07516
C -6.16839 -2.10497 -0.50366
C 1.69507 -0.08498 1.56733
C 6.18882 -1.46620 0.40452
C 2.54210 -0.48959 0.53063
C -0.28061 -0.79488 0.34358
C 1.90549 -1.02973 -0.54933
C 4.66215 0.90650 0.83094
C -1.61877 4.07710 -1.54880
C -1.72516 -0.81409 0.18771
C 0.29664 -0.27703 1.48588
C 6.84504 -0.27759 0.66299
C -2.55257 -1.85353 0.56040
C 6.11220 0.92652 0.89473
H -2.19504 -2.65955 1.22925
H 6.90104 -2.30851 0.22661
H -1.29444 5.04682 -1.81045
H -3.84188 4.47144 -1.58999
H 0.26556 -1.71600 -1.65890
H -0.30446 0.33225 2.22683
H 6.48194 1.89851 1.14519
H 2.16590 0.40285 2.41883
H -6.48172 -1.19688 -1.01882
H 0.30949 3.54455 -0.96999
H -4.25553 2.02597 -0.86946
H 4.19459 -2.48411 0.22888
H 2.51243 -1.16472 -1.43521
*
```

Properties
* SMILES: Clc1ccc(-c2ccc(-c3cc(-n4cnnn4)nn3-c3ccccn3)cc2)c(Cl)c1
* calculated total energy: -2111.61055 Eh
* relative energy (zero: lowest compared OMol25 entry of this formula, charge and spin): 0.0 kcal per mole



Record 3
C2H6InO2 | ωB97M-V/def2-TZVPD

Geometry as ORCA input:
```
! wB97M-V def2-TZVPD RIJCOSX def2/J DEFGRID3
* xyz 3 1
In 13.82678 27.86852 9.74342
O 18.53001 27.62836 13.64768
O 16.20130 28.09958 11.82144
C 18.52537 27.95501 12.40109
C 17.27790 28.92578 11.95969
H 17.18197 29.71426 12.72910
H 15.93687 27.76042 12.71276
H 17.51566 29.43700 11.02429
H 18.99907 26.75450 13.80279
H 18.78486 27.10129 11.75062
H 19.44384 28.70249 12.30092
*
```

Properties
* calculated total energy: -418.90454 Eh
* relative energy (zero: lowest compared OMol25 entry of this formula, charge and spin): 4.0 kcal per mole



relative energy (zero: lowest compared OMol25 entry of this formula, charge and spin) of number 3 (C2H6InO2)? 4.0 kcal per mole